[1]
{"formula": "C3H2O2", "method": "ωB97M-V/def2-TZVPD", "symbols": ["C", "C", "C", "O", "O", "H", "H"], "xyz": [[-0.81655, 0.01382, 0.68346], [-0.72222, -0.08251, -0.65648], [0.47289, -0.34359, 0.09310], [1.75883, 0.74420, -0.14321], [1.73660, -0.69638, 0.09872], [-1.29732, 0.30838, 1.51038], [-1.13224, 0.05608, -1.58597]], "lowdin_charge": [0.152, 0.129, -0.328, -0.091, -0.016, 0.067, 0.087], "relative_energy_ev": 6.112, "e_homo_ha": -0.342, "smiles": "C1=CC12OO2", "charge": 0}

=====

[2]
{"formula": "C52H97Br22N2OPS", "method": "ωB97M-V/def2-TZVPD", "symbols": ["C", "C", "C", "C", "C", "C", "C", "C", "C", "C", "C", "C", "C", "C", "C", "C", "C", "C", "C", "C", "C", "O", "C", "C", "P", "C", "C", "C", "C", "C", "C", "N", "S", "N", "C", "H", "H", "H", "H", "H", "H", "H", "H", "H", "H", "H", "H", "H", "H", "H", "H", "H", "H", "H", "H", "H", "H", "H", "H", "H", "H", "H", "H", "H", "H", "H", "H", "H", "H", "H", "H", "H", "H", "H", "H", "H", "H", "H", "H", "H", "H", "H", "H", "H", "H", "H", "H", "H", "Br", "C", "C", "Br", "H", "H", "H", "H", "Br", "C", "C", "Br", "H", "H", "H", "H", "Br", "C", "C", "Br", "H", "H", "H", "H", "Br", "C", "C", "Br", "H", "H", "H", "H", "Br", "C", "C", "Br", "H", "H", "H", "H", "Br", "C", "C", "Br", "H", "H", "H", "H", "Br", "C", "C", "Br", "H", "H", "H", "H", "Br", "C", "C", "Br", "H", "H", "H", "H", "Br", "C", "C", "Br", "H", "H", "H", "H", "Br", "C", "C", "Br", "H", "H", "H", "H", "Br", "C", "C", "Br", "H", "H", "H", "H"], "xyz": [[-6.20638, -5.70077, 3.45911], [-4.77917, -6.06397, 2.73112], [-4.80144, -5.93543, 1.08808], [-3.59806, -4.92396, 0.61400], [-2.12908, -5.66833, 0.42174], [-1.21640, -4.67919, -0.53801], [0.33380, -4.49803, -0.00916], [0.49033, -3.55231, 1.32475], [1.84596, -2.59718, 1.31424], [1.50086, -0.98357, 1.27523], [2.93226, -0.16919, 1.31046], [3.40709, 0.43900, -0.13851], [3.23005, 2.09790, -0.24593], [1.70246, 2.43199, 0.31403], [0.31445, 2.11124, -0.54738], [0.38466, 1.46586, -2.06806], [-0.11175, 2.63270, -3.10721], [-0.17734, 2.18111, -4.68195], [-1.53147, 1.36583, -5.11708], [-2.93766, 2.17576, -4.88378], [-2.79985, 3.80837, -4.82533], [-4.13552, 4.34948, -5.23908], [-5.02894, 4.37566, -4.03538], [-1.10401, 2.48912, 0.24048], [-2.83873, 2.14076, -0.56480], [-4.20177, 2.31630, 0.76133], [-4.79397, 3.86653, 0.86298], [-2.82524, 0.38481, -1.36451], [-4.19644, -0.47865, -1.03600], [-1.13299, 3.18316, 1.75401], [0.23836, 3.50760, 2.61003], [0.40146, 4.13449, 4.00112], [2.16217, 4.15259, 4.22497], [2.84479, 3.49456, 2.72985], [1.64760, 3.12007, 1.83747], [-7.07560, -5.43734, 2.70165], [-6.05885, -4.80679, 4.20443], [-6.55606, -6.62489, 4.11259], [-3.95305, -5.30536, 3.11067], [-4.45802, -7.17041, 2.99522], [-5.83159, -5.42223, 0.80970], [-4.79239, -6.97822, 0.53736], [-3.88792, -4.48834, -0.43536], [-3.41513, -4.03911, 1.36527], [-1.62484, -5.95094, 1.43928], [-2.33236, -6.67496, -0.15673], [-1.80396, -3.67489, -0.66272], [-1.15027, -5.20355, -1.59850], [0.93950, -4.01366, -0.90432], [0.78707, -5.56778, 0.16979], [0.61466, -4.28742, 2.25557], [-0.49789, -2.92718, 1.56187], [2.58641, -2.85435, 0.44494], [2.41477, -2.80034, 2.32914], [0.94610, -0.74533, 2.30262], [0.78676, -0.66947, 0.40050], [3.75411, -0.97629, 1.62128], [2.93078, 0.62062, 2.19154], [2.81974, 0.00625, -1.05805], [4.57732, 0.24528, -0.22781], [3.30394, 2.35301, -1.39362], [4.06293, 2.65233, 0.40065], [-0.15727, 0.43462, -2.17909], [1.52749, 1.27142, -2.29567], [-1.10848, 3.07661, -2.68348], [0.69427, 3.50583, -3.04055], [0.03868, 3.07138, -5.44708], [0.73133, 1.42460, -4.84685], [-1.65051, 0.30848, -4.62822], [-1.43759, 1.17060, -6.29102], [-3.61973, 1.93534, -5.83355], [-3.57001, 1.79935, -3.95446], [-2.63776, 4.23317, -3.72208], [-1.93849, 4.24918, -5.48381], [-6.17620, 4.39694, -4.36298], [-4.78864, 5.30724, -3.32949], [-4.91174, 3.42546, -3.35656], [-5.13796, 1.62559, 0.59957], [-3.70615, 1.99149, 1.79734], [-4.23515, 4.50131, 1.67520], [-5.92184, 3.76093, 1.22610], [-4.84409, 4.40860, -0.19051], [-2.61362, 0.44560, -2.53785], [-1.86309, -0.16476, -0.92040], [-5.12150, 0.04067, -1.56311], [-3.99625, -1.57112, -1.41586], [-4.37039, -0.41929, 0.13385], [-2.15576, 3.47266, 2.29024], [4.75931, -3.38627, -1.28017], [6.50294, -2.88986, -1.99997], [6.43013, -1.58612, -2.75987], [5.62430, -1.83745, -4.51848], [6.84712, -3.72965, -2.61033], [7.15322, -2.79109, -1.12613], [7.43328, -1.19975, -2.95957], [5.84504, -0.81735, -2.24772], [1.83831, -0.56646, -5.16171], [2.33856, -0.45163, -7.04356], [2.11736, -1.76873, -7.74983], [3.52314, -3.04897, -7.31397], [3.37691, -0.10967, -7.07750], [1.69138, 0.32411, -7.46260], [2.17679, -1.63959, -8.83393], [1.16484, -2.24232, -7.49672], [-7.06349, 0.31848, -2.30563], [-8.64100, 0.75378, -1.24413], [-8.25517, 1.30804, 0.10733], [-7.66894, -0.11028, 1.31145], [-9.24608, -0.15534, -1.18402], [-9.17889, 1.50480, -1.82967], [-9.12045, 1.75959, 0.60014], [-7.44573, 2.04170, 0.06053], [-3.82357, -2.84939, 3.92229], [-3.09903, -3.88881, 5.40534], [-2.06199, -3.10061, 6.17072], [-0.36712, -3.04042, 5.20687], [-2.71190, -4.82049, 4.98302], [-3.95966, -4.11361, 6.04173], [-1.83103, -3.58873, 7.12144], [-2.35746, -2.06528, 6.36156], [1.27561, -6.63539, 6.56977], [1.96820, -4.87503, 7.04541], [3.27493, -4.98560, 7.79557], [2.98279, -5.52127, 9.64839], [1.18365, -4.36591, 7.61245], [2.11347, -4.35983, 6.09164], [3.76850, -4.01182, 7.85576], [3.96607, -5.71164, 7.35872], [4.78941, 8.97485, 7.74440], [4.33265, 8.67930, 5.87122], [3.77016, 7.29353, 5.65730], [5.18296, 5.94849, 5.66596], [5.23639, 8.87605, 5.28745], [3.58231, 9.44023, 5.63843], [3.30761, 7.21342, 4.66983], [3.04340, 6.99780, 6.41888], [11.50585, 9.49227, 8.78140], [9.55891, 9.60029, 8.83165], [8.92729, 8.30003, 8.39248], [9.00162, 8.09785, 6.45371], [9.27053, 10.45424, 8.21209], [9.31327, 9.81510, 9.87556], [7.86214, 8.28624, 8.63897], [9.40676, 7.41710, 8.82396], [-7.45056, 2.61477, -9.17002], [-7.39000, 4.30166, -8.19249], [-6.00508, 4.57165, -7.65247], [-5.63868, 3.48682, -6.07320], [-8.15660, 4.24729, -7.41428], [-7.67421, 5.06387, -8.92357], [-5.91911, 5.60714, -7.31211], [-5.20990, 4.36397, -8.37372], [-3.26419, -5.15676, 10.48200], [-1.49589, -4.35921, 10.68649], [-1.59148, -2.93896, 11.19270], [-2.12765, -1.71650, 9.77026], [-0.99437, -4.44226, 9.71807], [-0.98050, -4.99372, 11.41311], [-0.61242, -2.58021, 11.52165], [-2.31073, -2.81595, 12.00707], [9.45532, -2.44746, -4.82155], [9.84923, -0.61013, -5.34486], [10.81471, 0.03836, -4.38059], [9.91985, 0.55754, -2.72684], [8.89159, -0.08690, -5.41833], [10.29318, -0.68768, -6.34141], [11.20693, 0.97052, -4.79618], [11.65021, -0.60946, -4.10147], [-0.67525, -5.22485, -9.64310], [1.06839, -4.72844, -10.36289], [0.99558, -3.42470, -11.12280], [0.18975, -3.67603, -12.88140], [1.41256, -5.56824, -10.97326], [1.71867, -4.62967, -9.48905], [1.99873, -3.03833, -11.32249], [0.41049, -2.65593, -10.61065]], "lowdin_charge": [-0.147, -0.268, -0.209, -0.232, -0.202, -0.218, -0.215, -0.211, -0.216, -0.201, -0.205, -0.200, -0.167, -0.036, -0.084, -0.182, -0.197, -0.240, -0.205, -0.196, -0.183, -0.623, -0.292, -0.247, 0.939, -0.435, -0.179, -0.416, -0.207, -0.027, -0.236, -0.288, 0.813, -0.284, -0.173, 0.079, 0.038, 0.076, 0.021, 0.111, 0.101, 0.114, 0.104, 0.060, 0.113, 0.107, 0.095, 0.113, 0.106, 0.117, 0.094, 0.116, 0.039, 0.111, 0.118, 0.101, 0.108, 0.106, 0.103, 0.105, 0.106, 0.120, 0.103, 0.088, 0.065, 0.131, 0.117, -0.028, 0.101, 0.118, 0.075, 0.096, 0.120, 0.129, 0.031, 0.117, 0.088, 0.037, 0.087, 0.069, 0.070, 0.072, 0.057, 0.073, -0.113, 0.083, 0.070, 0.074, 0.637, -0.685, -0.700, 0.560, 0.051, 0.061, -0.020, 0.040, 0.700, -0.646, -0.689, 0.607, 0.058, 0.065, 0.047, 0.058, 0.741, -0.653, -0.682, 0.622, 0.056, 0.061, 0.060, 0.031, 0.680, -0.657, -0.685, 0.662, 0.056, 0.067, 0.031, 0.047, 0.591, -0.745, -0.691, 0.587, 0.026, 0.019, 0.060, 0.054, 0.600, -0.685, -0.708, 0.580, 0.054, 0.059, 0.046, 0.054, 0.593, -0.700, -0.695, 0.583, 0.053, 0.058, 0.028, 0.055, 0.583, -0.703, -0.558, 1.022, 0.049, 0.052, 0.072, 0.062, 0.600, -0.697, -0.686, 0.616, 0.039, 0.061, 0.059, 0.054, 0.623, -0.678, -0.687, 0.618, 0.054, 0.060, 0.059, 0.054, 0.601, -0.698, -0.722, 0.611, 0.056, 0.025, 0.056, 0.045], "e_homo_ha": -0.233, "charge": 0}

=====

[3]
{"formula": "C5H8O2", "method": "ωB97M-V/def2-TZVPD", "symbols": ["C", "C", "O", "C", "C", "O", "C", "H", "H", "H", "H", "H", "H", "H", "H"], "xyz": [[2.70030, -0.01520, -0.05933], [1.30511, -0.13321, 0.45744], [0.38650, 0.58078, -0.12947], [-0.88722, 0.50047, 0.18823], [-2.04691, 0.88337, -0.68486], [-2.69694, -0.35403, -0.31293], [-1.56373, -0.80557, 0.44442], [3.28591, -0.90635, 0.20104], [2.65984, 0.06103, -1.14723], [3.23330, 0.85279, 0.35255], [0.98189, -0.60977, 1.37728], [-2.64651, 1.74098, -0.34982], [-1.84412, 0.95542, -1.76257], [-1.02462, -1.65391, -0.03828], [-1.84278, -1.09680, 1.46354]], "lowdin_charge": [-0.072, -0.186, 0.019, -0.234, -0.112, -0.109, -0.147, 0.077, 0.078, 0.076, 0.122, 0.117, 0.124, 0.130, 0.118], "relative_energy_ev": 4.934, "e_homo_ha": [-0.266, -0.274], "charge": 0}

=====

[4]
{"formula": "C6H9N", "method": "ωB97M-V/def2-TZVPD", "symbols": ["C", "C", "C", "C", "C", "C", "N", "H", "H", "H", "H", "H", "H", "H", "H", "H"], "xyz": [[-2.43456, -0.26695, 0.04104], [-1.00902, 0.17290, 0.08681], [-0.41543, 1.47282, 0.34810], [1.09805, 1.36389, 0.38813], [1.26376, 0.04249, 0.02476], [2.51936, -0.75162, -0.17496], [0.02371, -0.62954, -0.09783], [-2.74583, -0.76619, 0.95993], [-3.10154, 0.58254, -0.08831], [-2.64681, -0.95880, -0.77535], [-0.97290, 2.22660, 0.89366], [-0.08051, 1.96351, -0.60803], [2.59235, -1.18384, -1.18287], [3.36902, -0.07849, -0.03442], [2.61798, -1.57458, 0.54783], [-0.07764, -1.61473, -0.32850]], "lowdin_charge": [-0.022, -0.276, -0.196, -0.043, -0.391, -0.081, 0.128, 0.083, 0.081, 0.080, 0.111, 0.143, 0.068, 0.074, 0.069, 0.171], "relative_energy_ev": 3.532, "e_homo_ha": -0.275, "charge": 0}

=====

[5]
{"formula": "C31H44BrHfN3P2", "method": "ωB97M-V/def2-TZVPD", "symbols": ["N", "C", "C", "C", "C", "C", "C", "Hf", "P", "C", "C", "C", "C", "C", "C", "C", "Br", "H", "H", "H", "H", "H", "H", "H", "H", "H", "H", "P", "C", "C", "H", "H", "H", "H", "H", "C", "C", "H", "H", "H", "H", "H", "C", "C", "H", "H", "H", "H", "H", "C", "C", "H", "H", "H", "H", "H", "C", "C", "H", "H", "H", "H", "H", "C", "C", "H", "H", "H", "H", "H", "N", "C", "C", "C", "C", "C", "N", "C", "H", "H", "H", "H"], "xyz": [[2.63816, -3.17464, 5.41792], [2.34161, -3.97178, 4.38850], [2.65996, -3.61672, 3.05059], [3.25037, -2.35159, 2.78390], [3.46307, -1.49950, 3.87798], [3.32808, -2.03488, 5.19902], [3.49331, -1.91253, 1.43199], [0.96012, 0.22893, -0.85562], [-1.45070, 0.93793, -2.23167], [3.26235, -0.61183, 1.10855], [3.32602, 0.00184, -0.23643], [3.41549, 1.40273, -0.41745], [2.81945, 1.94643, -1.60395], [2.39828, 0.98650, -2.52821], [2.47656, -0.40202, -2.47747], [3.08931, -0.93485, -1.27797], [1.74787, 1.86945, -4.28219], [3.40285, -2.65441, 0.67663], [3.26128, 0.06005, 1.95852], [2.36103, -4.27373, 2.25096], [3.63987, -0.42548, 3.77835], [1.74794, -4.86509, 4.66514], [3.67681, -1.42617, 6.03564], [3.93676, 1.98520, 0.33476], [3.56486, -1.92630, -1.19174], [2.64427, 3.00609, -1.84533], [1.99253, -0.97938, -3.28465], [-0.27958, 0.91341, 1.34072], [-0.99786, -0.19983, -3.65786], [-0.96973, 0.52491, -4.97844], [-1.73774, -1.03087, -3.63592], [-0.00004, -0.66393, -3.47323], [-0.44995, -0.17546, -5.66776], [-1.95161, 0.83989, -5.36049], [-0.30022, 1.40489, -4.82097], [-0.97399, 2.74263, -2.35180], [-1.61435, 3.57052, -3.47058], [0.13596, 2.66675, -2.51704], [-1.13893, 3.22613, -1.35767], [-0.93207, 4.42612, -3.56891], [-1.64607, 3.07193, -4.45231], [-2.61812, 3.94926, -3.22845], [-3.28849, 1.03851, -2.25789], [-3.78237, 1.07112, -3.70016], [-3.51898, 1.96786, -1.67771], [-3.70583, 0.17782, -1.69812], [-4.87779, 1.21505, -3.62584], [-3.36732, 1.90359, -4.29290], [-3.56654, 0.10561, -4.19056], [-1.97728, 0.45241, 2.00035], [-3.21876, 0.67076, 1.15595], [-2.01778, 1.06865, 2.91237], [-1.89991, -0.59665, 2.31617], [-4.07054, 0.68976, 1.85146], [-3.19494, 1.61766, 0.60552], [-3.38717, -0.12648, 0.42015], [-0.59160, 2.78274, 1.30372], [0.67886, 3.63275, 1.31466], [-1.20664, 2.93478, 2.20569], [-1.23715, 2.95684, 0.42727], [0.38932, 4.68702, 1.41289], [1.29190, 3.37433, 2.18752], [1.30825, 3.52075, 0.41550], [0.38680, 0.90205, 3.14204], [-0.00028, -0.12379, 4.21630], [0.04361, 1.89461, 3.48232], [1.48013, 0.94928, 3.06097], [0.42125, 0.18718, 5.18460], [-1.08203, -0.18140, 4.36000], [0.36972, -1.14596, 4.05681], [-2.73903, -4.96329, -2.67594], [-2.19903, -4.35982, -1.82286], [-1.53658, -3.61947, -0.78860], [-1.63737, -4.00537, 0.55326], [-0.91007, -3.30016, 1.50112], [-0.38216, -2.07041, 1.17958], [-0.15854, -1.72372, -0.13862], [-0.78070, -2.48295, -1.09601], [-2.27320, -4.82037, 0.81752], [-0.75692, -3.62437, 2.52633], [-0.22397, -1.25977, 1.92857], [-0.75405, -2.02772, -2.09848]], "lowdin_charge": [0.125, -0.076, 0.026, -0.211, 0.013, -0.041, 0.072, 1.586, 0.937, -0.048, -0.298, 0.045, -0.094, -0.624, -0.166, -0.022, 0.995, 0.122, 0.100, 0.115, 0.117, 0.141, 0.136, 0.167, 0.172, 0.148, 0.150, 0.886, -0.412, -0.182, 0.107, 0.030, 0.116, 0.085, -0.073, -0.413, -0.106, -0.015, 0.072, 0.101, 0.070, 0.105, -0.358, -0.109, 0.105, 0.084, 0.122, 0.068, 0.087, -0.359, -0.099, 0.103, 0.071, 0.115, 0.063, 0.066, -0.374, -0.111, 0.106, 0.045, 0.109, 0.080, 0.052, -0.338, -0.103, 0.095, 0.058, 0.113, 0.081, 0.065, 0.254, -0.126, -0.157, 0.091, 0.016, -0.146, -0.095, -0.051, 0.153, 0.141, 0.039, 0.087], "relative_energy_ev": 4.002, "e_homo_ha": [-0.720, -0.720], "charge": 4}

=====

Copy entry 4 word for word.
{"formula": "C6H9N", "method": "ωB97M-V/def2-TZVPD", "symbols": ["C", "C", "C", "C", "C", "C", "N", "H", "H", "H", "H", "H", "H", "H", "H", "H"], "xyz": [[-2.43456, -0.26695, 0.04104], [-1.00902, 0.17290, 0.08681], [-0.41543, 1.47282, 0.34810], [1.09805, 1.36389, 0.38813], [1.26376, 0.04249, 0.02476], [2.51936, -0.75162, -0.17496], [0.02371, -0.62954, -0.09783], [-2.74583, -0.76619, 0.95993], [-3.10154, 0.58254, -0.08831], [-2.64681, -0.95880, -0.77535], [-0.97290, 2.22660, 0.89366], [-0.08051, 1.96351, -0.60803], [2.59235, -1.18384, -1.18287], [3.36902, -0.07849, -0.03442], [2.61798, -1.57458, 0.54783], [-0.07764, -1.61473, -0.32850]], "lowdin_charge": [-0.022, -0.276, -0.196, -0.043, -0.391, -0.081, 0.128, 0.083, 0.081, 0.080, 0.111, 0.143, 0.068, 0.074, 0.069, 0.171], "relative_energy_ev": 3.532, "e_homo_ha": -0.275, "charge": 0}